Below is a structure of composition C19H24ClIN4O6W in a non-equilibrium geometry, with properties calculated with the ωB97M-V functional and the def2-TZVPD basis.

The value obtained for the HOMO energy (alpha / beta) is -13.185 / -13.427 eV. As for the multiplicity: 3. As for the LUMO energy (alpha / beta): -0.2164 / -0.2303 hartree. The calculated total energy comes out at -2233.4131 a.u. Its total charge is +2. The value obtained for the relative energy (zero: lowest compared OMol25 entry of this formula, charge and spin) is 1.1086 eV. As for the expectation value of S²: 2.010. The strongest force on any atom comes out at 0.06439 hartree/bohr. Its gap between HOMO and LUMO (alpha / beta) is 7.30 / 7.16 eV.

Each line ends with the natural charge from an NBO analysis.
Geometry (Å):
W 0.494 -0.056 -0.301  2.021
C -2.277 0.474 -4.900  -0.419
N -1.408 1.090 -3.896  -0.337
C -0.426 2.061 -4.364  -0.437
C -1.310 0.634 -2.655  0.688
O -0.331 1.061 -1.976  -0.694
C -2.208 -0.425 -2.028  -0.156
O -1.752 -0.575 -0.735  -0.538
C -2.216 -1.808 -0.001  -0.134
C -1.259 -1.968 1.223  0.708
O -0.361 -1.072 1.241  -0.678
N -1.364 -2.854 2.165  -0.320
C -0.140 -2.927 3.006  -0.416
C -2.362 -3.901 2.254  -0.415
H -2.742 1.295 -5.445  0.243
H -3.061 -0.104 -4.419  0.218
H -1.618 -0.199 -5.547  0.234
H 0.200 1.543 -5.125  0.229
H 0.027 2.542 -3.535  0.244
H -0.935 2.901 -4.887  0.241
H -2.151 -1.310 -2.689  0.238
H -3.226 -0.015 -1.994  0.237
H -2.010 -2.618 -0.720  0.244
H -3.238 -1.764 0.205  0.235
H -0.305 -3.758 3.729  0.234
H 0.023 -2.036 3.558  0.235
H 0.724 -3.187 2.440  0.236
H -3.016 -3.746 3.088  0.239
H -1.822 -4.847 2.467  0.244
H -2.941 -3.979 1.349  0.219
Cl 2.093 3.594 5.509  0.042
C 2.124 2.578 4.033  0.034
C 3.114 1.587 3.902  -0.224
C 3.144 0.674 2.823  -0.178
I 4.462 -0.926 2.784  0.257
C 2.152 0.783 1.920  0.210
O 2.090 -0.017 0.828  -0.709
C 1.212 1.815 1.985  0.174
N 0.309 1.838 0.974  -0.521
C -0.673 2.723 0.990  0.091
C -0.764 3.705 2.007  -0.244
C 0.243 3.785 2.955  -0.065
C 1.126 2.710 3.016  -0.137
H 3.776 1.387 4.721  0.256
H -1.353 2.702 0.090  0.214
H -1.516 4.463 1.907  0.247
H 0.180 4.606 3.600  0.257
N 2.129 0.292 -1.682  -0.799
C 2.793 -1.028 -1.833  -0.352
C 1.856 -2.147 -1.534  0.751
O 2.329 -3.252 -1.610  -0.515
O 0.606 -1.875 -1.095  -0.779
H 1.968 0.644 -2.628  0.408
H 2.741 0.982 -1.278  0.420
H 3.590 -1.039 -1.113  0.263
H 3.279 -1.034 -2.781  0.250